Molecular formula: C18H32Cl6N2O12
Method: DFT, the ωB97M-V functional and the def2-TZVPD basis

Results
**SMILES string**: COC(=O)OC.COC(=O)OC.COC(=O)OC.COC(=O)OC.ClC(Cl)Cl.ClC(Cl)Cl.CC#N.CC#N
**Energy above the lowest of the compared OMol25 structures with the same formula, charge and spin**: 155.0 kJ/mol
**LUMO**: 0.0091 Ha
**Kohn-Sham gap**: 10.929 eV

Each atom is followed by the atoms it is bonded to, with distances in Å.
Atoms and positions in Å:
1 C 3.83533 -4.38086 2.83373  O2 1.439, H7 1.090, H8 1.090, H9 1.090
2 O 2.88492 -3.56709 2.12357  C1 1.439, C3 1.384
3 C 1.91159 -4.12356 1.31236  O2 1.384, O4 1.261, O5 1.357
4 O 0.99934 -3.48982 0.71631  C3 1.261
5 O 2.07016 -5.46415 1.16951  C3 1.357, C6 1.434
6 C 1.18890 -6.25861 0.36388  O5 1.434, H10 1.090, H11 1.090, H12 1.090
7 H 4.79347 -3.86141 2.84924  C1 1.090
8 H 4.09620 -5.28160 2.27811  C1 1.090
9 H 3.47843 -4.46041 3.86057  C1 1.090
10 H 1.20373 -5.82364 -0.63546  C6 1.090
11 H 0.20861 -6.23111 0.83968  C6 1.090
12 H 1.77382 -7.17728 0.40866  C6 1.090
13 C -7.84948 3.34116 -0.82820  O14 1.374, H19 1.090, H20 1.090, H21 1.090
14 O -7.47667 2.07141 -0.45966  C13 1.374, C15 1.347
15 C -6.31669 1.52113 -0.86698  O14 1.347, O16 1.227, O17 1.383
16 O -5.54522 1.89522 -1.74403  C15 1.227
17 O -6.10487 0.42950 -0.04507  C15 1.383, C18 1.435
18 C -4.87174 -0.28477 -0.21535  O17 1.435, H22 1.090, H23 1.090, H24 1.090
19 H -8.66968 3.20183 -1.53244  C13 1.090
20 H -7.06366 3.79813 -1.42966  C13 1.090
21 H -8.19232 3.90799 0.03740  C13 1.090
22 H -4.95572 -0.90712 -1.10627  C18 1.090
23 H -4.65492 -0.90639 0.65337  C18 1.090
24 H -4.07841 0.43410 -0.42021  C18 1.090
25 C -2.15976 7.82073 -3.19511  O26 1.386, H31 1.090, H32 1.090, H33 1.090
26 O -1.67210 6.70424 -2.53394  C25 1.386, C27 1.323
27 C -2.56855 5.98771 -1.87629  O26 1.323, O28 1.231, O29 1.335
28 O -3.73273 6.27609 -1.59807  C27 1.231
29 O -2.11862 4.73150 -1.83541  C27 1.335, C30 1.424
30 C -2.95510 3.62176 -1.52696  O29 1.424, H34 1.090, H35 1.090, H36 1.090
31 H -2.74779 8.50009 -2.57802  C25 1.090
32 H -2.78842 7.57093 -4.04979  C25 1.090
33 H -1.34324 8.37012 -3.66368  C25 1.090
34 H -2.59038 2.65348 -1.86973  C30 1.090
35 H -3.92803 3.69972 -2.01218  C30 1.090
36 H -3.15142 3.57933 -0.45562  C30 1.090
37 C 4.27740 -0.31826 1.99828  O38 1.415, H43 1.090, H44 1.090, H45 1.090
38 O 5.48510 0.34303 2.32312  C37 1.415, C39 1.348
39 C 6.69611 -0.12073 1.95632  O38 1.348, O40 1.247, O41 1.314
40 O 6.94597 -1.18628 1.35926  C39 1.247
41 O 7.55896 0.66249 2.56362  C39 1.314, C42 1.424
42 C 8.95882 0.46689 2.39419  O41 1.424, H46 1.090, H47 1.090, H48 1.090
43 H 3.96881 -0.16314 0.96445  C37 1.090
44 H 3.49039 0.12103 2.61125  C37 1.090
45 H 4.45399 -1.36405 2.24979  C37 1.090
46 H 9.10175 0.30622 1.32562  C42 1.090
47 H 9.32237 -0.43028 2.89521  C42 1.090
48 H 9.53219 1.35664 2.65437  C42 1.090
49 Cl -1.77868 0.41978 1.40726  C50 1.782
50 C -0.55578 -0.21578 0.27797  Cl49 1.782, Cl51 1.779, Cl52 1.789, H53 1.090
51 Cl 1.05023 -0.08719 1.03242  C50 1.779
52 Cl -0.48696 0.62264 -1.30079  C50 1.789
53 H -0.77616 -1.25480 0.03306  C50 1.090
54 Cl -0.49802 -1.01012 4.44097  C55 1.743
55 C 0.59897 -2.28901 3.99498  Cl54 1.743, Cl56 1.811, Cl57 1.788, H58 1.090
56 Cl -0.07158 -3.96952 4.06010  C55 1.811
57 Cl 1.96770 -2.13678 5.13455  C55 1.788
58 H 1.01151 -2.17329 2.99272  C55 1.090
59 C 2.43882 1.57910 -2.86827  C60 1.457, H62 1.090, H63 1.090, H64 1.090
60 C 2.82791 0.83640 -4.05964  C59 1.457, N61 1.153
61 N 3.10445 0.21409 -4.98945  C60 1.153
62 H 1.40667 1.89424 -3.02140  C59 1.090
63 H 3.15846 2.38943 -2.75159  C59 1.090
64 H 2.71229 1.06892 -1.94467  C59 1.090
65 C -2.41766 -3.84532 -2.06246  C66 1.429, H68 1.090, H69 1.090, H70 1.090
66 C -3.53652 -4.02244 -1.19127  C65 1.429, N67 1.159
67 N -4.46604 -4.17376 -0.51622  C66 1.159
68 H -2.68463 -3.30542 -2.97095  C65 1.090
69 H -2.07974 -4.82565 -2.39839  C65 1.090
70 H -1.62580 -3.28736 -1.56272  C65 1.090

Want to see where the charge sits? The Löwdin charges in e are: -0.03 -0.07 -0.52 0.04 -0.07 -0.01 0.09 0.10 0.08 0.10 0.10 0.10 -0.06 0.00 -0.50 0.10 -0.02 -0.06 0.10 0.10 0.10 0.09 0.09 0.05 -0.08 0.02 -0.58 0.10 0.00 -0.05 0.10 0.10 0.10 0.06 0.08 0.10 -0.06 -0.01 -0.56 0.08 0.00 -0.03 0.07 0.08 0.08 0.09 0.10 0.10 0.55 -1.45 0.57 0.56 0.00 0.54 -1.50 0.54 0.52 -0.05 -0.10 -0.29 0.12 0.06 0.08 0.07 -0.07 -0.29 0.14 0.09 0.09 0.07